{"formula": "C35H58BrN3O16P2S", "method": "wB97M-V/def2-TZVPD", "spin_multiplicity": 1, "homo_ha": -0.31984, "energy_ev": -173921.378, "lumo_ha": -0.041, "smiles": "C#Cc1c([PH2]=S)c(N)c2nc(CC)c([C@H](Br)CC)nc2c1[PH2]=O.CCOC(=O)OC.CCOC(=O)OC.CCOC(=O)OC.CCOC(=O)OC.CCOC(=O)OC", "orbital_gap_ha": 0.2793, "elements": ["C", "C", "C", "C", "P", "S", "C", "N", "C", "N", "C", "C", "C", "C", "C", "Br", "C", "C", "N", "C", "C", "P", "O", "H", "H", "H", "H", "H", "H", "H", "H", "H", "H", "H", "H", "H", "H", "H", "H", "H", "H", "C", "C", "O", "C", "O", "O", "C", "H", "H", "H", "H", "H", "H", "H", "H", "C", "C", "O", "C", "O", "O", "C", "H", "H", "H", "H", "H", "H", "H", "H", "C", "C", "O", "C", "O", "O", "C", "H", "H", "H", "H", "H", "H", "H", "H", "C", "C", "O", "C", "O", "O", "C", "H", "H", "H", "H", "H", "H", "H", "H", "C", "C", "O", "C", "O", "O", "C", "H", "H", "H", "H", "H", "H", "H", "H"], "xyz": [[2.7285, 4.2021, -0.8701], [1.6927, 3.9494, -1.4143], [0.4322, 3.9985, -2.1277], [0.3870, 3.4533, -3.4593], [1.8528, 2.6837, -4.1983], [1.5792, 0.7427, -4.2856], [-0.8073, 3.5215, -4.1649], [-0.8761, 3.0292, -5.4561], [-1.9827, 4.1041, -3.5837], [-3.1195, 4.1359, -4.3323], [-4.1593, 4.6675, -3.7268], [-5.4275, 4.7505, -4.5486], [-5.5222, 6.0828, -5.3424], [-4.0999, 5.1669, -2.3752], [-5.3465, 5.7829, -1.7098], [-4.8062, 6.5074, 0.0528], [-6.4770, 4.7490, -1.4187], [-7.8310, 5.3374, -1.8919], [-3.0014, 5.1486, -1.6659], [-1.9222, 4.6073, -2.2897], [-0.6981, 4.5584, -1.5655], [-0.7052, 5.2178, 0.1300], [-1.5290, 4.4219, 1.0839], [3.6520, 4.5245, -0.4414], [2.9632, 3.0463, -3.4196], [1.9782, 3.1744, -5.5174], [-0.2797, 2.2155, -5.5876], [-1.8301, 2.8394, -5.7386], [-6.3226, 4.5334, -3.9708], [-5.3504, 3.9520, -5.2953], [-5.3308, 6.9356, -4.6866], [-6.5267, 6.1313, -5.7696], [-4.7751, 6.0372, -6.1373], [-5.6969, 6.6607, -2.2537], [-6.2695, 3.8575, -2.0177], [-6.5511, 4.5324, -0.3567], [-7.9209, 5.3753, -2.9799], [-8.6309, 4.7348, -1.4509], [-7.9565, 6.3635, -1.5277], [0.6097, 5.3055, 0.6214], [-1.2245, 6.5317, 0.0627], [5.5102, -1.9566, 1.4318], [4.3421, -2.8894, 1.1891], [3.0867, -2.2137, 1.3468], [2.7260, -1.4282, 0.3316], [3.3400, -1.2618, -0.6896], [1.5619, -0.8588, 0.6447], [1.0811, 0.0697, -0.3303], [5.4164, -1.4744, 2.4065], [6.4501, -2.5084, 1.3970], [5.5463, -1.1682, 0.6806], [4.3489, -3.6851, 1.9322], [4.3997, -3.3580, 0.2067], [1.0286, -0.3819, -1.3188], [1.7211, 0.9522, -0.3528], [0.0806, 0.3660, -0.0236], [6.5568, -8.9427, -1.1919], [7.3273, -7.6408, -1.1315], [6.7365, -6.7155, -0.2061], [6.9741, -6.9584, 1.0813], [7.6442, -7.8522, 1.5261], [6.3321, -6.0332, 1.7996], [6.4318, -6.2172, 3.2132], [5.5049, -8.7550, -1.4113], [6.9653, -9.5943, -1.9641], [6.6000, -9.4715, -0.2404], [7.2957, -7.1475, -2.1020], [8.3757, -7.8042, -0.8808], [7.4708, -6.2980, 3.5263], [5.8753, -7.1033, 3.5160], [5.9869, -5.3415, 3.6791], [-0.8893, 1.8053, 3.2622], [-0.1018, 3.0496, 3.6058], [-0.3969, 3.5119, 4.9371], [0.1728, 2.8308, 5.9259], [0.9219, 1.8957, 5.8118], [-0.2250, 3.3700, 7.0836], [0.2575, 2.6873, 8.2400], [-1.9560, 1.9778, 3.4131], [-0.7205, 1.5262, 2.2227], [-0.5999, 0.9665, 3.8959], [-0.3901, 3.8550, 2.9358], [0.9724, 2.8906, 3.4930], [1.3408, 2.5856, 8.2131], [-0.2111, 1.7069, 8.3199], [-0.0227, 3.2870, 9.1022], [3.0612, -13.7986, -3.5155], [3.6821, -13.2557, -4.7856], [3.1935, -11.9430, -5.0956], [3.7110, -10.9526, -4.3707], [4.5465, -11.0631, -3.5116], [3.1352, -9.8128, -4.7557], [3.5403, -8.6684, -4.0023], [1.9725, -13.7677, -3.5805], [3.3766, -14.8285, -3.3480], [3.3534, -13.2053, -2.6498], [3.4020, -13.8819, -5.6310], [4.7709, -13.2469, -4.7290], [4.6242, -8.5685, -3.9926], [3.1578, -8.7352, -2.9843], [3.1070, -7.7987, -4.4887], [-7.1497, 4.4382, 6.9144], [-7.2791, 5.8302, 6.3315], [-6.0108, 6.3502, 5.9153], [-5.5428, 5.8655, 4.7621], [-6.1006, 5.0678, 4.0534], [-4.3573, 6.4222, 4.5310], [-3.6986, 5.9349, 3.3551], [-6.4149, 4.4301, 7.7209], [-8.1091, 4.0985, 7.3060], [-6.8150, 3.7262, 6.1609], [-7.6445, 6.5173, 7.0935], [-7.9854, 5.8538, 5.5009], [-4.3433, 6.0175, 2.4813], [-3.3892, 4.9009, 3.4962], [-2.8138, 6.5475, 3.2055]], "mulliken_charge": [-0.205, -1.599, 1.602, -0.596, 0.217, -0.384, 0.375, -0.535, 0.465, -0.493, 0.144, -0.847, -1.194, 0.257, -0.107, -0.123, -0.518, -1.108, -0.154, 0.315, -0.361, 0.526, -0.548, 0.470, 0.065, 0.145, 0.147, 0.287, 0.194, 0.428, 0.301, 0.366, 0.359, 0.412, 0.337, 0.458, 0.299, 0.366, 0.319, -0.008, 0.014, -1.173, 0.043, -0.398, 0.722, -0.572, -0.326, -0.665, 0.329, 0.336, 0.344, 0.136, 0.324, 0.338, 0.265, 0.262, -1.020, -0.280, -0.306, 0.697, -0.564, -0.242, -0.715, 0.216, 0.340, 0.402, 0.308, 0.315, 0.329, 0.329, 0.205, -0.889, 0.013, -0.329, 0.737, -0.566, -0.331, -0.654, 0.271, 0.090, 0.411, 0.085, 0.381, 0.296, 0.295, 0.221, -1.082, -0.167, -0.383, 0.781, -0.553, -0.343, -0.618, 0.295, 0.351, 0.298, 0.294, 0.306, 0.252, 0.292, 0.270, -1.092, -0.182, -0.389, 0.724, -0.568, -0.373, 0.033, 0.290, 0.353, 0.313, 0.291, 0.306, -0.287, 0.236, 0.255]}

***

{"formula": "C35H59IN2O7S4", "method": "wB97M-V/def2-TZVPD", "spin_multiplicity": 1, "homo_ha": -0.31288, "energy_ev": -106001.067, "lumo_ha": -0.024, "relative_energy_ev": 0.570, "orbital_gap_ha": 0.2892, "elements": ["C", "C", "C", "C", "C", "C", "C", "C", "C", "C", "C", "C", "C", "C", "C", "C", "O", "C", "C", "C", "I", "C", "C", "C", "N", "S", "N", "C", "H", "H", "H", "H", "H", "H", "H", "H", "H", "H", "H", "H", "H", "H", "H", "H", "H", "H", "H", "H", "H", "H", "H", "H", "H", "H", "H", "H", "H", "H", "H", "H", "H", "H", "H", "C", "C", "C", "S", "O", "O", "C", "H", "H", "H", "H", "H", "H", "H", "H", "C", "C", "C", "S", "O", "O", "C", "H", "H", "H", "H", "H", "H", "H", "H", "C", "C", "C", "S", "O", "O", "C", "H", "H", "H", "H", "H", "H", "H", "H"], "xyz": [[-5.8407, 7.3456, 0.4610], [-4.3667, 7.3454, 0.0642], [-3.5900, 8.4905, 0.7052], [-2.0486, 8.4589, 0.5073], [-1.5090, 7.3418, -0.3911], [-0.0835, 7.6755, -0.8996], [0.1456, 7.2853, -2.3813], [0.9670, 5.9805, -2.5699], [0.0741, 4.7857, -2.9314], [-0.6208, 4.1256, -1.7387], [0.3630, 3.6128, -0.6527], [0.1389, 2.1301, -0.4590], [0.9919, 1.1329, -0.8741], [2.3015, 1.4494, -1.5383], [3.2773, 1.8381, -0.4661], [3.9791, 0.5721, 0.2380], [4.5529, 1.6973, -0.7260], [0.6362, -0.2353, -0.6700], [-0.5222, -0.6272, -0.0592], [-0.9411, -2.0590, 0.1401], [-0.7668, -2.6612, 2.1947], [-0.2951, -3.0497, -0.8393], [1.1283, -3.5236, -0.4874], [-1.4032, 0.3898, 0.4064], [-2.5781, 0.2290, 1.0332], [-3.1574, 1.6918, 1.2812], [-1.9941, 2.6151, 0.6632], [-1.0744, 1.7526, 0.2039], [-6.2925, 8.3215, 0.3067], [-5.9365, 7.0124, 1.4921], [-6.3760, 6.6512, -0.1830], [-3.9179, 6.3668, 0.2160], [-4.3506, 7.5090, -1.0166], [-3.8033, 8.4693, 1.7745], [-3.9957, 9.4226, 0.3174], [-1.6108, 8.3076, 1.4927], [-1.7088, 9.4365, 0.1728], [-2.1169, 7.1733, -1.2715], [-1.4159, 6.4524, 0.2264], [0.6762, 7.1521, -0.3242], [0.0986, 8.7459, -0.8394], [-0.7974, 7.1294, -2.9023], [0.6781, 8.0723, -2.9108], [1.6230, 6.1270, -3.4254], [1.5438, 5.7519, -1.6785], [-0.6961, 5.0932, -3.6357], [0.6502, 4.0025, -3.4289], [-1.3693, 4.7682, -1.2850], [-1.1563, 3.2720, -2.1367], [0.1332, 4.0892, 0.2981], [1.3832, 3.8147, -0.9431], [2.2353, 2.2969, -2.2156], [2.7754, 0.5835, -1.9828], [3.0110, 2.6575, 0.1868], [3.7188, 1.0591, 1.2331], [4.9838, 0.3347, 0.5911], [1.3372, -0.9709, -1.0343], [-2.0076, -2.0778, -0.0672], [-0.9872, -3.8727, -0.9902], [-0.2382, -2.5196, -1.7899], [1.8194, -3.2622, -1.2855], [1.1415, -4.6090, -0.4344], [1.5233, -3.0835, 0.4200], [-4.5636, -0.6332, -4.2101], [-4.6811, -0.4445, -2.6914], [-3.4726, 0.3840, -2.2371], [-3.0052, 1.3990, -3.6454], [-1.6965, 0.9933, -4.0928], [-3.3057, 2.7805, -3.3705], [-4.2277, 0.7422, -4.7763], [-5.4821, -1.0277, -4.6418], [-3.7571, -1.3348, -4.4344], [-5.6037, 0.0918, -2.4607], [-4.7184, -1.3986, -2.1678], [-3.7155, 1.0308, -1.3959], [-2.6234, -0.2489, -1.9858], [-3.8118, 0.7128, -5.7805], [-5.0916, 1.4055, -4.7466], [3.4282, -3.9023, 4.8588], [2.4451, -5.0276, 4.5069], [2.3746, -5.1132, 2.9789], [3.9634, -4.5331, 2.3709], [3.7640, -3.3109, 1.6324], [4.6963, -5.6374, 1.8042], [4.6492, -4.1269, 3.9724], [3.6959, -3.9144, 5.9143], [2.9784, -2.9318, 4.6356], [2.8122, -5.9734, 4.9096], [1.4582, -4.8494, 4.9334], [2.2160, -6.1331, 2.6363], [1.6033, -4.4583, 2.5752], [5.2898, -3.2530, 3.8794], [5.2291, -4.9860, 4.3082], [1.5227, -10.6163, 2.3149], [2.2771, -10.2813, 1.0201], [3.3721, -9.2660, 1.3753], [3.8015, -9.5790, 3.0921], [3.4213, -8.4294, 3.8783], [5.1255, -10.1360, 3.1647], [2.5958, -10.8728, 3.3689], [0.8708, -11.4799, 2.1927], [0.9043, -9.7665, 2.6125], [2.7317, -11.1892, 0.6192], [1.6106, -9.8847, 0.2558], [4.2625, -9.3862, 0.7648], [3.0140, -8.2407, 1.3059], [2.2281, -10.8132, 4.3904], [3.0948, -11.8270, 3.2038]], "mulliken_charge": [-1.498, -0.036, -0.590, -0.911, -0.327, -0.622, -0.987, -0.672, -1.416, 1.325, -0.730, 0.112, -0.919, -1.130, 0.385, -1.147, -0.547, -0.380, 0.545, -0.943, 0.074, -0.680, -1.275, 0.757, -0.468, 0.027, -0.462, 0.818, 0.353, 0.363, 0.380, 0.245, 0.257, 0.290, 0.274, 0.290, 0.383, 0.327, 0.072, 0.419, 0.435, 0.428, 0.422, 0.362, 0.367, 0.546, 0.338, -0.022, -0.727, 0.299, 0.536, 0.141, 0.618, 0.688, 0.234, 0.501, 0.467, 0.596, 0.584, 0.334, 0.422, 0.280, 0.253, -0.629, -0.856, 0.478, 1.271, -0.670, -0.703, -0.830, 0.408, 0.274, 0.311, 0.342, 0.128, -0.317, 0.430, 0.330, -0.625, -0.598, 0.724, 1.058, -0.592, -0.681, -0.743, 0.364, 0.265, 0.190, 0.408, 0.039, -0.603, 0.427, 0.358, -0.554, -0.660, -0.313, 1.075, -0.549, -0.710, -0.734, 0.342, 0.296, 0.294, 0.351, 0.374, 0.036, 0.387, 0.352]}